Entry from OMol25: an isolated ion of composition C24H41F3N5O3 and charge +1 at a distorted geometry (ωB97M-V/def2-TZVPD).

XYZ file:
```
76
C24H41F3N5O3 | OMol25 | ωB97M-V/def2-TZVPD
F -5.3085 -0.0692 1.6335
F -3.2138 -0.5179 1.9816
F -4.7313 -1.5021 3.1593
O -3.4729 -3.1085 1.0320
O -1.6854 -1.1393 -0.1572
O -0.9798 -3.9760 0.9512
N -2.2970 0.6853 -1.6387
N -3.3944 1.0626 -2.2017
N -2.5512 -0.4358 -0.8972
N 3.3407 0.2870 -3.5247
N -4.3740 0.2568 -1.8598
C 4.0605 0.3358 -4.7054
C 3.4078 0.2797 -1.0617
C -1.2004 -2.3693 -0.8275
C -0.2192 3.0214 1.0624
C 1.2121 2.6025 3.1296
C -1.5173 2.6387 0.2997
C 2.2464 1.7292 -4.8997
C 2.4211 0.9854 1.6662
C -1.0489 1.4624 -1.8365
C -3.8647 -0.6714 -1.0489
C -0.6177 -3.9376 2.3306
C 3.3966 1.2091 -5.5732
C 2.2599 1.1331 -3.6320
C 3.6537 -0.5250 -2.3437
C 3.9179 0.8458 1.2797
C -1.1077 -2.6857 3.0441
C -0.2649 -3.0760 0.1186
C -4.5442 -2.2015 0.9322
C -0.1121 2.2978 2.3904
C 2.1802 1.4216 3.1297
C -4.7584 -1.7457 -0.5149
C -4.4529 -1.0532 1.9331
C 4.1260 -0.2218 0.1966
C -1.3292 2.8404 -1.2045
H 4.6701 -0.9037 -2.4148
H -0.5268 3.5547 -1.3894
H 2.3335 0.3163 -0.8894
H -5.7625 -1.3255 -0.5956
H 0.3505 -2.3751 0.6792
H 1.5393 2.4392 -5.2975
H -0.7515 -2.6925 4.0760
H -0.2698 1.2332 2.1876
H -4.7276 -2.6105 -1.1805
H 0.6433 2.7819 0.4322
H 5.2027 -0.2978 0.0102
H 4.5411 0.6920 2.1593
H -2.2459 3.2305 -1.6527
H -0.8013 1.5027 -2.8948
H 0.9492 2.8185 4.1675
H -0.6690 -2.0818 -1.7408
H 3.7975 -1.2137 0.5292
H -2.3144 3.2778 0.6821
H 3.1106 1.6624 3.6441
H -1.0655 -4.8022 2.8199
H 4.1972 1.7794 0.7808
H -2.1998 -2.6444 3.0781
H 4.9668 -0.2340 -4.8314
H 2.9336 -1.3414 -2.3560
H 1.9681 1.7566 1.0328
H 3.7402 1.3062 -1.2461
H -0.2952 4.1031 1.1971
H 1.8946 0.0629 1.4189
H -2.0634 -2.9895 -1.0747
H 1.6955 0.6101 3.6836
H 1.7260 3.4650 2.6979
H -1.8041 1.6056 0.5301
H 0.4664 -4.0356 2.4161
H -0.2287 1.0061 -1.2793
H -2.6941 -2.7047 1.4363
H 3.6813 1.4584 -6.5843
H -0.9331 2.6245 3.0350
H 0.4257 -3.6608 -0.4981
H 1.5044 1.3196 -2.8853
H -0.7250 -1.7835 2.5643
H -5.4374 -2.7684 1.2095
```

total charge	+1
HOMO-LUMO gap	6.52	eV
E	-47288.00559	eV
2S+1	1

Mulliken atomic charge list, values in e, 4 entries:
1. F -0.31
2. F -0.07
3. F -0.28
4. O -0.52

=====

Entry from OMol25: C24H41F3OsP2 as an isolated structure at a distorted geometry (ωB97M-V/def2-TZVPD).

XYZ file:
```
71
C24H41F3OsP2 | OMol25 | ωB97M-V/def2-TZVPD
Os 1.7476 -1.6018 0.4574
P -0.1261 0.5657 -2.6468
P 1.9839 -1.5605 -1.6237
F 3.5137 0.7231 0.0595
F 3.6170 -0.0884 2.1130
F 1.8726 1.1173 1.4801
C -1.1007 -0.5137 -3.7525
C 1.3413 -2.7028 2.1574
C 0.0928 -2.1589 1.4552
C -3.2226 1.6006 -1.4797
C -0.8204 -3.0482 0.6754
C -3.5533 3.0951 0.6161
C -4.0259 2.7249 -0.7728
C 0.0675 2.0520 -3.7381
C 0.1818 -0.1649 4.6892
C 0.4433 -0.9971 3.4655
C 1.6038 0.0717 -2.4424
C -1.5675 -0.2290 2.0720
C -2.6323 4.0472 0.8222
C -0.8018 2.4991 -0.8458
C -1.9381 4.7665 -0.3180
C -1.7550 1.5603 -1.1965
C 2.7480 0.1193 1.0602
C 1.4588 -1.9530 3.3916
C -0.7376 3.9685 -0.8875
C 3.7226 -1.6977 -2.1066
C 1.1492 -2.8621 -2.5955
C 1.8844 -4.0550 1.8683
C -0.3552 -1.0477 2.3193
C 2.4031 -2.3176 4.4706
H 1.0509 0.4281 5.0049
H 1.2201 -2.7062 -3.6783
H 0.1042 2.0445 -0.3850
H -1.5493 5.7222 0.0674
H -4.0534 2.5866 1.4446
H -5.0605 2.3489 -0.7050
H -0.6540 0.5180 4.5263
H -0.8278 -0.3113 -4.7970
H 4.2976 -0.9494 -1.5542
H 3.2730 -2.8293 4.0512
H 1.6519 -3.8059 -2.3525
H -3.6410 0.6515 -1.0867
H -0.0790 -0.8126 5.5379
H -2.3066 4.3636 1.8126
H 0.1160 4.2244 -0.2428
H 1.9347 -2.9947 5.2001
H 1.1007 -4.8209 1.8850
H 0.0619 1.7543 -4.7947
H -0.4421 4.3394 -1.8844
H -1.5055 0.5565 -0.7639
H -4.0140 3.6095 -1.4223
H -3.4307 1.5719 -2.5711
H 2.1131 0.1413 -3.4160
H 2.0607 0.8407 -1.7926
H -2.6170 4.9938 -1.1488
H -1.7775 -0.1674 1.0011
H 1.0097 2.5805 -3.5175
H 2.6748 -4.3168 2.5744
H -0.3107 -3.3876 -0.2303
H -2.1633 -0.2638 -3.6199
H -2.4561 -0.6730 2.5533
H -1.7332 -2.5166 0.3918
H 4.0644 -2.7008 -1.8442
H -1.4655 0.7961 2.4617
H -0.7712 2.7437 -3.5599
H 2.7359 -1.4272 5.0151
H 3.8346 -1.5222 -3.1800
H -1.1019 -3.9367 1.2540
H -0.9733 -1.5807 -3.5454
H 0.0968 -2.9637 -2.3132
H 2.3379 -4.0421 0.8574
```

relative energy (zero: lowest compared OMol25 entry of this formula, charge and spin)	0.00	kcal/mol
total charge	+2
HOMO-LUMO gap (alpha / beta)	6.32 / 6.38	eV
E	-54729.41595	eV
<S²>	6.042
2S+1	5

Mulliken atomic charge list, values in e, 4 entries:
1. Os 0.00
2. P 0.81
3. P 1.02
4. F -0.23

=====

Entry from OMol25: C24H41GdNP2 as an isolated structure at a distorted geometry (ωB97M-V/def2-TZVPD).

XYZ file:
```
69
C24H41GdNP2 | OMol25 | ωB97M-V/def2-TZVPD
Gd 0.1496 0.0064 2.4081
P 1.9835 -0.4923 -4.7390
P -0.3162 1.3157 -3.9529
N 2.6338 2.3102 3.6707
C -1.6390 0.9567 -5.2032
C 0.0880 -2.3018 3.4901
C -1.1765 -0.3619 -0.7974
C 1.4274 1.2680 -0.2358
C -0.4342 0.6175 5.7947
C 0.0478 -0.8953 -0.0964
C 0.8984 -3.3616 2.8339
C -0.5256 -0.5135 4.8323
C -1.2868 -1.9886 3.2189
C 0.5544 -1.3936 4.4927
C 1.1353 1.1222 -5.1162
C -0.3944 3.1605 -4.0641
C -3.0323 -0.3192 4.1908
C -2.2555 0.3481 0.0696
C 1.2087 -0.1927 0.0771
C -1.7968 1.3245 1.1232
C 1.9358 -1.3077 5.0423
C 3.6388 -0.0158 -5.4224
C -0.6911 2.1276 1.0470
C -2.1856 -2.7578 2.3162
C 0.2144 2.2456 -0.1530
C -1.6649 -0.8824 4.0495
C 1.8078 1.5816 3.2648
C 1.4376 -1.4213 -6.2521
H 2.2018 1.6315 0.4611
H -1.6886 -1.2138 -1.2826
H -0.2286 0.2434 6.8092
H -2.4985 -3.7109 2.7807
H -0.3482 2.2030 -1.1025
H -1.5183 1.5984 -6.0900
H -1.3099 3.4979 -3.5590
H 1.8612 1.4025 -1.2435
H 0.3686 -1.6616 -6.1743
H 0.5293 -3.5902 1.8267
H -0.5079 2.8555 1.8521
H -2.9982 0.7301 4.5092
H 0.3797 1.3135 5.5299
H 1.6340 -0.8410 -7.1666
H -1.6017 -0.1019 -5.4981
H 1.9610 -1.6715 6.0796
H -1.3715 1.1838 5.8239
H 2.1153 -0.7202 0.4226
H 0.4808 3.5817 -3.5505
H 0.6543 3.2639 -0.1188
H 0.0246 -1.9704 0.1272
H -2.6074 1.1672 -4.7256
H 4.2783 -0.9075 -5.3874
H -1.6877 -3.0087 1.3653
H -0.4018 3.4884 -5.1141
H -3.5929 -0.3761 3.2496
H -3.0984 -2.1925 2.0790
H 0.7833 1.1393 -6.1658
H 0.8645 -4.2941 3.4181
H -2.5196 1.4881 1.9312
H 3.5630 0.3448 -6.4587
H 1.9539 -3.0645 2.7536
H -2.8673 -0.4164 0.5811
H 4.0710 0.7653 -4.7840
H -2.9528 0.8330 -0.6436
H 2.0172 -2.3555 -6.2811
H 2.6289 -1.9194 4.4530
H -0.8910 0.3064 -1.6360
H -3.6077 -0.8745 4.9500
H 2.3125 -0.2740 5.0421
H 1.8519 1.9476 -4.9526
```

relative energy (zero: lowest compared OMol25 entry of this formula, charge and spin)	0.00	kcal/mol
total charge	+1
HOMO-LUMO gap (alpha / beta)	7.30 / 5.19	eV
E	-66447.85312	eV
<S²>	16.060
2S+1	8

Mulliken atomic charge list, values in e, 4 entries:
1. Gd 0.25
2. P 0.29
3. P 0.76
4. N -0.60

=====

The highest E belongs to which entry?
C24H41F3N5O3

=====

The lowest E belongs to which entry?
C24H41GdNP2